Model i:
The following is a DFT calculation (the ωB97M-V functional and the def2-TZVPD basis) of 2 unconnected molecules or ions with the total composition C5H14NO2.

Its gap between HOMO and LUMO is 7.225 eV. The net charge is -1. The molar mass comes out at 120.2 g mol⁻¹. The lowest unoccupied orbital energy comes out at 3.78 eV.

Atoms and positions in Å:
C1 0.596 -0.247 -0.298
C2 -0.723 -0.493 -1.028
C3 -0.479 -0.565 -2.565
C4 -1.820 0.519 -0.690
N1 1.038 -1.268 0.623
C5 1.328 -0.779 2.024
O1 0.478 0.143 2.515
H1 1.420 -0.019 -1.003
H2 0.572 0.700 0.235
H3 -1.041 -1.495 -0.809
H4 0.026 -1.504 -2.755
H5 0.300 0.153 -2.809
H6 -1.343 -0.364 -3.188
H7 -2.545 0.626 -1.488
H8 -2.299 0.206 0.243
H9 -1.394 1.502 -0.483
H10 0.537 -2.144 0.589
H11 1.365 -1.674 2.661
H12 2.343 -0.341 1.874
H13 0.703 1.513 2.191
H14 0.084 3.000 2.240
O2 0.853 2.531 1.921

Model ii:
The following is a DFT calculation (the ωB97M-V functional and the def2-TZVPD basis) of 2 unconnected molecules or ions with the total composition C5H14NO2.

Its gap between HOMO and LUMO is 6.285 eV. The net charge is -1. The molar mass comes out at 120.2 g mol⁻¹. The lowest unoccupied orbital energy comes out at 3.65 eV.

Atoms and positions in Å:
C1 1.295 -0.088 1.306
O1 1.140 -0.960 2.318
C2 -0.089 0.508 0.934
C3 -0.940 -0.616 0.304
C4 -0.454 -1.119 -1.055
C5 -2.303 0.016 -0.012
N1 -0.030 1.703 0.061
H1 1.978 0.797 1.598
H2 1.840 -0.563 0.465
H3 -0.572 0.676 1.895
H4 -1.015 -1.426 1.021
H5 0.457 -0.668 -1.457
H6 -0.049 -2.143 -0.939
H7 -1.116 -1.309 -1.885
H8 -2.419 0.518 -0.972
H9 -2.674 0.680 0.778
H10 -3.149 -0.689 -0.059
H11 0.012 1.425 -0.907
H12 0.776 2.194 0.409
H13 2.063 0.181 -1.931
H14 2.433 0.456 -0.485
O2 2.816 0.425 -1.388

Model iii:
The following is a DFT calculation (the ωB97M-V functional and the def2-TZVPD basis) of 3 unconnected molecules or ions with the total composition C5H14NO2.

Its gap between HOMO and LUMO is 4.838 eV. The net charge is -1. The molar mass comes out at 120.2 g mol⁻¹. The lowest unoccupied orbital energy comes out at 1.37 eV.

Atoms and positions in Å:
C1 -2.092 0.871 -0.127
O1 -3.155 -0.003 -0.337
C2 -0.689 0.402 -0.680
C3 -0.218 -0.960 -0.098
C4 0.259 -0.956 1.403
C5 0.953 -1.379 -0.983
N1 0.457 1.368 -0.717
H1 -2.340 1.869 -0.636
H2 -2.013 1.091 0.998
H3 -0.907 0.290 -1.764
H4 -1.011 -1.624 -0.113
H5 0.648 -1.977 1.565
H6 1.145 -0.344 1.593
H7 -0.661 -0.742 1.993
H8 1.286 -2.349 -0.660
H9 1.606 -0.433 -1.238
H10 0.516 -1.544 -2.108
H11 -1.167 1.491 1.693
H12 1.192 1.146 0.087
H13 3.351 0.604 -0.066
H14 0.162 2.295 -0.338
O2 2.680 0.882 0.534

Which structure is the most stable? The one labeled model i.